Entry from OMol25: 9 unconnected molecules or ions with the total composition C56H76N11O3S (the ωB97M-V functional and the def2-TZVPD basis).

total charge: +1
2S+1: 1
F_max: 3.093 eV/Å
E_HOMO: -9.17 eV

Last column: Löwdin charge in e.
Cartesian coordinates (Å):
S: 2.792 3.443 1.985  1.004
O: -5.673 -4.659 -3.898  0.029
O: -3.593 -5.380 -3.363  0.060
O: 3.296 5.826 0.549  0.037
N: -2.396 -4.948 5.492  -0.008
N: 10.375 9.906 -0.177  0.004
N: 4.224 3.971 -0.139  0.023
N: -0.471 -4.212 -0.914  -0.066
N: 3.472 -1.727 1.426  0.020
N: 5.282 11.622 -0.578  0.009
N: 5.592 -6.410 0.833  0.005
N: -0.343 -0.400 -3.967  -0.003
N: 0.079 5.557 -1.274  0.006
N: 4.627 4.993 -0.989  0.066
N: -8.689 -0.440 -0.591  0.005
C: 5.788 9.966 0.803  -0.111
C: -0.021 2.018 2.949  -0.192
C: 9.512 8.138 0.837  -0.111
C: 9.230 9.173 -0.014  -0.152
C: 0.701 -4.441 -1.784  0.036
C: 4.421 9.852 0.432  -0.121
C: -0.547 6.720 -1.630  -0.137
C: -1.506 -0.326 -4.691  -0.136
C: -1.350 -3.317 1.098  -0.122
C: -5.176 -3.893 1.155  -0.183
C: 10.880 8.254 1.207  -0.112
C: -3.960 -2.840 -5.618  0.049
C: -8.984 -0.552 -2.783  -0.103
C: -3.527 -4.254 5.838  -0.156
C: -3.779 -3.223 -4.318  -0.059
C: -3.049 -5.742 7.452  -0.102
C: -0.282 1.525 -5.057  -0.099
C: -3.765 -3.632 1.739  -0.125
C: 4.068 6.044 -0.541  -0.205
C: -0.312 -3.540 0.226  0.027
C: 5.430 -7.366 -1.157  -0.110
C: -7.749 -1.174 -2.458  -0.115
C: 3.471 4.491 0.746  -0.687
C: 0.474 -0.551 2.893  -0.211
C: 5.583 -5.395 -0.086  -0.158
C: 0.409 0.724 -4.191  -0.139
C: -6.444 -5.655 -0.301  -0.162
C: -9.540 -0.113 -1.611  -0.132
C: -6.217 -5.525 -2.887  -0.144
C: -7.598 -1.091 -1.099  -0.154
C: -0.782 4.504 -1.433  -0.149
C: -2.730 -4.494 -0.459  0.035
C: -1.667 -4.679 -1.287  0.000
C: 1.292 4.187 2.712  -0.439
C: -1.820 6.407 -2.027  -0.108
C: -0.563 -1.109 1.911  -0.175
C: 3.466 -0.712 0.507  -0.118
C: 3.375 -1.272 -0.740  -0.079
C: -2.097 -5.853 6.476  -0.137
C: 11.383 9.355 0.567  -0.142
C: -1.969 5.000 -1.902  -0.111
C: 3.376 -2.932 0.780  -0.167
C: 4.139 10.890 -0.418  -0.140
C: 5.487 -5.956 -1.331  -0.113
C: -1.026 -2.528 2.351  -0.121
C: -5.431 -5.387 0.836  -0.195
C: 0.931 0.868 2.502  -0.242
C: -6.251 -4.767 -1.552  -0.171
C: 0.762 3.124 3.693  -0.271
C: -4.349 -4.533 -3.831  -0.481
C: 5.494 -7.614 0.188  -0.140
C: -2.619 -3.831 0.764  -0.083
C: 6.290 11.069 0.166  -0.150
C: -1.497 0.860 -5.374  -0.096
C: 3.317 -2.683 -0.567  -0.137
C: -3.957 -4.727 7.048  -0.104
H: 12.367 9.792 0.576  0.105
H: 0.106 3.633 4.409  0.115
H: 5.461 -5.417 -2.264  0.090
H: -0.512 2.485 2.086  0.109
H: 0.721 -3.768 -2.644  0.109
H: -5.904 -3.592 1.920  0.121
H: -2.232 -1.119 -4.650  0.057
H: 1.883 1.031 3.025  0.078
H: 1.612 -4.324 -1.190  0.062
H: -2.848 4.419 -2.131  0.090
H: 5.648 -4.367 0.225  0.096
H: -3.660 -4.269 2.630  0.125
H: -3.925 -3.487 5.194  0.095
H: -2.275 1.213 -6.031  0.094
H: 3.351 -0.731 -1.671  0.095
H: 1.631 2.728 4.237  0.099
H: 10.462 10.722 -0.754  0.142
H: 3.528 0.318 0.818  0.107
H: 0.578 4.479 1.933  0.080
H: 1.559 5.114 3.236  0.085
H: -4.825 -4.384 7.585  0.094
H: -6.279 -6.700 -0.616  0.113
H: -7.251 -5.727 -3.188  0.139
H: -1.746 -5.198 -2.238  0.133
H: -0.802 1.624 3.614  0.110
H: 0.083 -0.544 3.921  0.123
H: -8.843 -0.235 0.379  0.144
H: -0.475 3.498 -1.201  0.100
H: -5.858 -5.831 1.748  0.119
H: 1.366 0.854 -3.714  0.104
H: 8.816 7.381 1.160  0.088
H: -3.091 -6.323 8.358  0.096
H: 11.429 7.604 1.866  0.089
H: 5.660 -6.290 1.827  0.142
H: -4.346 -1.856 -5.892  0.077
H: 3.241 -3.430 -1.342  0.080
H: 3.361 -3.857 1.333  0.111
H: -1.868 -4.813 4.651  0.123
H: -3.679 -4.887 -0.795  0.094
H: -0.115 -1.110 0.908  0.108
H: 5.351 -8.112 -1.931  0.091
H: 5.481 -8.539 0.740  0.107
H: 6.339 9.315 1.462  0.092
H: -2.562 7.109 -2.370  0.092
H: 5.369 12.441 -1.152  0.146
H: -0.304 -3.024 3.009  0.127
H: 0.046 2.483 -5.425  0.097
H: 3.228 11.168 -0.920  0.106
H: -3.695 -3.539 -6.414  0.083
H: -0.035 7.665 -1.570  0.106
H: -1.939 -2.383 2.936  0.099
H: 3.724 9.095 0.755  0.082
H: 0.704 -5.485 -2.116  0.115
H: 4.233 6.994 -1.036  0.134
H: -5.731 -6.502 -2.809  0.125
H: -6.810 -1.436 -0.450  0.089
H: 0.690 -3.179 0.452  0.136
H: -3.750 -2.590 2.086  0.122
H: 3.536 -1.606 2.421  0.144
H: -0.082 -1.158 -3.367  0.122
H: 8.320 9.449 -0.517  0.086
H: 7.273 11.507 0.176  0.104
H: -1.237 -6.496 6.394  0.106
H: -1.406 -0.405 1.854  0.127
H: -3.185 -2.588 -3.659  0.090
H: -7.473 -5.643 0.070  0.118
H: -4.478 -5.910 0.696  0.102
H: -5.379 -4.103 -1.496  0.087
H: 1.026 5.486 -0.947  0.121
H: -7.114 -4.086 -1.604  0.112
H: 1.127 0.906 1.424  0.095
H: -7.053 -1.631 -3.143  0.085
H: -10.464 0.404 -1.416  0.110
H: 1.366 -1.195 2.877  0.087
H: -5.320 -3.210 0.310  0.091
H: -9.414 -0.441 -3.764  0.094